(1)
Formula: C3H5N
Source: the OMol25 dataset
Level of theory: ωB97M-V/def2-TZVPD

```
9
Properties=species:S:1:pos:R:3:forces:R:3:lowdin_charge:R:1
N 1.5485 -0.5622 0.1918 0.574 -0.143 -0.874 0.12
C 1.4230 0.6013 -0.2881 -1.660 -0.745 1.532 -0.09
C 0.2639 0.0790 0.4094 0.154 0.611 3.098 -0.37
C -0.9962 -0.3136 -0.2794 0.672 -0.775 0.535 -0.11
H 0.0874 0.2636 2.2188 0.132 -0.041 -3.940 0.17
H -0.8533 -0.6917 -1.2615 0.562 0.433 -1.314 0.08
H -1.7710 0.3695 -0.2063 -0.982 2.264 -0.400 0.05
H -1.5428 -1.1128 0.1030 -0.226 -1.997 1.646 0.05
H 1.8405 1.3669 -0.8877 0.774 0.393 -0.281 0.10
```
Positions in Å, forces in eV/Å.

Calculated values
- Energy relative to the best compared isomer or geometry (same formula, charge and spin): 502.2 kJ/mol
- E_LUMO: 0.8 eV
- E: -4676.65174 eV


(2)
Formula: CH3ClN2
Source: the OMol25 dataset
Level of theory: ωB97M-V/def2-TZVPD

```
7
Properties=species:S:1:pos:R:3:forces:R:3:lowdin_charge:R:1
Cl 0.3885 3.4600 2.3327 -0.348 1.255 0.143 0.54
N 0.6374 1.9262 1.9604 -1.627 -2.475 -3.570 -0.52
N -0.3222 1.5600 0.4342 2.679 1.743 3.872 -0.01
C -0.0483 0.2183 0.0621 1.994 0.583 -0.004 -0.24
H 0.6917 -0.4475 0.6428 -1.635 1.026 -0.504 0.11
H 0.2978 0.2973 -0.9739 0.476 -0.096 -0.131 0.07
H -1.0598 -0.0059 -0.1104 -1.538 -2.035 0.193 0.05
```
Positions in Å, forces in eV/Å.

Calculated values
- Energy relative to the best compared isomer or geometry (same formula, charge and spin): 661.0 kJ/mol
- E_LUMO (alpha / beta): -0.1 / -0.6 eV
- E: -16582.09955 eV


(3)
Formula: C10H14N4O
Source: the OMol25 dataset
Level of theory: ωB97M-V/def2-TZVPD

```
29
Properties=species:S:1:pos:R:3:forces:R:3:lowdin_charge:R:1
O -0.6531 0.7042 1.8347 -0.897 -0.909 0.239 0.03
N -0.6088 -0.6898 -0.7573 -2.175 -0.958 -0.938 -0.05
N -0.4313 -1.9460 -0.2873 1.307 0.281 1.312 0.02
N -1.4933 -2.6508 -0.4005 -0.459 0.977 -1.179 0.00
N 0.1042 1.3945 -1.3836 -0.537 -2.221 -0.715 0.14
C 2.3298 -0.9986 -1.0333 2.169 3.315 -2.357 -0.05
C -1.3745 0.1054 2.6019 -0.232 0.475 1.053 -0.27
C 1.0178 2.5053 -1.4226 -0.036 -2.811 3.541 -0.18
C 2.4457 1.1686 0.1637 0.164 1.707 2.123 -0.08
C -2.4509 -1.8712 -1.0247 1.264 0.972 -2.019 -0.13
C 1.6462 -0.0242 -0.0379 -0.001 -2.561 -0.742 -0.33
C -1.8616 -0.6140 -1.3101 -0.532 -1.464 1.643 -0.03
C 0.3898 0.3229 -0.7632 -0.479 1.286 0.186 -0.30
C -2.5179 -0.9090 2.3527 -1.512 4.171 1.216 -0.04
C 2.0340 2.3268 -0.3443 1.428 0.643 -0.045 -0.07
H 3.4023 -1.1686 -0.8158 -0.505 0.261 0.052 0.08
H -2.9413 -1.1351 3.3565 0.462 -0.355 -0.798 0.08
H -3.3740 -0.3464 1.8074 1.523 -1.087 0.472 0.12
H 3.2183 1.1481 0.9828 -0.695 0.030 -1.158 0.13
H -2.1277 -1.6934 1.8229 0.450 -2.218 -1.333 0.00
H 2.5430 3.2453 -0.1066 0.417 0.159 0.283 0.10
H 1.4431 -0.6766 0.8694 0.123 1.279 -0.794 0.15
H -2.3164 0.3205 -1.5755 0.225 0.043 -0.535 0.11
H -1.2664 0.3091 3.7116 0.164 -0.020 -0.623 0.11
H 1.8404 -1.8826 -0.9398 -1.349 -2.735 -0.420 0.01
H 1.5630 2.6327 -2.2853 0.564 0.270 -2.537 0.10
H -3.2180 -2.3263 -1.6796 -0.031 0.351 1.354 0.10
H 0.3730 3.2714 -1.1812 -0.870 2.504 0.066 0.09
H 2.2847 -0.5220 -2.1551 0.051 -1.386 2.654 0.15
```
Positions in Å, forces in eV/Å.

Calculated values
- Energy relative to the best compared isomer or geometry (same formula, charge and spin): 247.1 kJ/mol
- SMILES: C[C@H]1C=CCN=C1n1ccnn1.CC=O
- E_LUMO: 0.7 eV
- E: -18601.15438 eV


(4)
Formula: C9H18F3NOSi
Source: the OMol25 dataset
Level of theory: ωB97M-V/def2-TZVPD

```
33
Properties=species:S:1:pos:R:3:forces:R:3:lowdin_charge:R:1
Si 0.3102 0.6263 0.5685 0.020 0.504 -0.370 0.57
F 0.3003 0.9472 -4.0729 -0.462 -0.139 -0.809 0.16
F 0.2552 -1.2128 -3.6644 -0.100 0.236 -0.606 0.16
F -1.6297 -0.1384 -3.9916 1.039 0.159 -0.378 0.17
O -1.5790 0.1648 -1.4311 -0.092 0.116 -1.362 0.04
N 0.6367 0.4454 -1.2192 -1.896 -0.846 -1.060 -0.09
C -0.4995 0.2022 -1.9918 1.387 0.956 2.714 -0.37
C -0.3881 -0.0401 -3.4935 -0.703 -0.377 0.973 -0.55
C -0.2258 -1.9506 0.2285 -0.649 -0.657 0.725 -0.08
C -0.6052 2.2198 0.6532 -0.812 0.164 0.813 -0.15
C -0.6334 -0.8517 1.2443 0.176 0.265 -0.501 -0.59
C 1.9601 0.9012 1.3625 0.708 -1.133 0.080 -0.16
C 1.9508 0.4778 -1.8098 0.199 0.066 0.089 -0.08
C -0.3220 -1.2590 2.6961 0.427 0.338 -0.327 -0.09
C -2.1293 -0.4829 1.2062 -0.050 -0.831 -0.353 -0.10
H -2.4557 -0.1493 0.2192 -0.023 -0.100 0.667 0.05
H -2.3438 0.2734 1.9492 -0.098 0.253 0.216 0.08
H -0.7632 2.5669 1.6909 0.132 -0.127 -0.342 0.05
H -0.0917 2.9985 0.1127 0.242 0.318 -0.209 0.03
H 0.7045 -1.6301 2.8388 -0.254 0.174 -0.031 0.08
H 2.4033 1.4184 -1.5197 0.280 0.390 -0.506 0.08
H 1.8414 0.3590 -2.8930 0.842 0.155 0.601 0.08
H -2.7039 -1.3739 1.4651 -0.175 -0.090 0.106 0.09
H 2.6761 0.0566 1.2417 -0.383 0.523 -0.060 0.05
H 2.6071 -0.2753 -1.3766 -0.071 -0.387 -0.207 0.09
H 2.4312 1.8127 1.0241 0.183 0.265 -0.151 0.03
H 1.8109 0.9850 2.4364 -0.111 0.118 0.186 0.03
H -0.6780 -1.7815 -0.7437 -0.035 -0.154 0.116 0.06
H -1.5950 2.0799 0.2174 0.026 0.148 -0.053 0.03
H -0.5836 -2.9232 0.5957 0.115 0.035 -0.120 0.09
H -1.0162 -2.0385 3.0066 -0.024 -0.201 -0.028 0.08
H -0.5024 -0.4072 3.3614 0.185 -0.108 0.039 0.08
H 0.8576 -2.0208 0.0888 -0.021 -0.033 0.148 0.08
```
Positions in Å, forces in eV/Å.

Calculated values
- Energy relative to the best compared isomer or geometry (same formula, charge and spin): 0.0 kJ/mol
- SMILES: CN(C(=O)C(F)(F)F)[Si](C)(C)C(C)(C)C
- E_LUMO: 0.7 eV
- E: -29194.34768 eV


(5)
Formula: C3H8NOS
Source: the OMol25 dataset
Level of theory: ωB97M-V/def2-TZVPD

```
14
Properties=species:S:1:pos:R:3:forces:R:3:lowdin_charge:R:1
S -1.1630 2.3589 -0.2979 0.193 0.689 0.370 0.82
O 2.4231 -0.2541 0.4724 0.896 -0.094 0.579 0.12
N 0.1232 -1.5681 0.1329 0.009 0.639 -0.425 0.24
C 0.1838 -0.0985 -0.3157 1.177 0.196 0.659 -0.28
C 1.4806 0.4587 0.3934 -2.262 -0.027 -0.838 -0.19
C -1.0679 0.6433 0.1398 -0.555 -2.026 -0.497 -0.58
H -0.9960 2.2180 -1.6154 -0.052 -0.193 -0.147 -0.11
H 0.3844 -2.2661 -0.5564 0.209 0.105 -0.464 0.18
H 0.4402 -0.0741 -1.3715 -0.546 0.021 -0.242 0.16
H -1.9305 0.0821 -0.2479 -0.011 0.295 -0.171 0.09
H -0.8195 -1.8128 0.4254 -0.041 -0.027 0.447 0.17
H -1.1604 0.4640 1.2153 0.112 0.746 0.162 0.10
H 1.2725 1.4754 0.7580 0.964 0.183 0.172 0.12
H 0.8295 -1.6265 0.8676 -0.095 -0.506 0.395 0.16
```
Positions in Å, forces in eV/Å.

Calculated values
- Energy relative to the best compared isomer or geometry (same formula, charge and spin): 66.1 kJ/mol
- SMILES: [NH3+][C@H](C=O)CS
- Net charge: +1
- E_LUMO: -4.1 eV
- E: -17605.74665 eV


(6)
Formula: C21H33F3O21
Source: the OMol25 dataset
Level of theory: ωB97M-V/def2-TZVPD

```
78
Properties=species:S:1:pos:R:3:forces:R:3:lowdin_charge:R:1
F -0.7561 -3.9772 2.3780 -0.193 -0.206 0.781 0.06
F 0.2460 1.6473 1.3555 -2.071 0.102 3.065 0.11
F 5.4255 5.3514 3.1983 1.004 0.179 0.745 0.06
O -3.4717 -1.7431 -5.7298 -4.709 -0.198 2.906 0.07
O -2.9677 -4.0000 -2.7933 -0.891 0.149 -0.016 0.14
O -0.2785 -1.9691 3.3934 -3.448 -1.691 3.156 0.14
O -5.0267 -0.8234 -4.1120 2.068 -0.242 -1.856 -0.04
O -1.2917 -2.6555 -2.1701 0.700 0.145 2.503 0.01
O 1.4844 -0.6013 3.7844 -2.030 -0.847 -1.655 0.16
O -5.5006 -2.7617 -4.8521 1.820 1.847 -1.196 -0.04
O 3.2951 -1.5635 -2.1763 0.137 0.244 1.015 -0.03
O -0.2693 0.8575 -0.7159 1.196 0.455 1.934 0.13
O -0.1352 3.0306 -1.2510 -0.003 0.060 0.821 0.08
O -0.8399 2.4517 5.0072 -0.058 -0.006 -0.012 0.02
O 5.8035 3.5320 1.9964 2.345 1.820 0.097 0.19
O -1.8106 1.6564 -2.1132 2.491 1.556 2.593 0.10
O 4.5662 1.7841 1.4012 0.258 4.061 -0.726 0.14
O 3.0206 -3.3826 -1.0699 -0.974 0.504 0.213 -0.02
O -2.1300 -3.8956 -0.6789 -1.301 -0.462 1.206 -0.01
O 3.6327 -1.5316 0.1637 -1.211 -1.459 -3.521 0.09
O 0.7581 -1.2981 1.7201 2.606 2.535 -0.437 0.07
O -0.5832 4.3461 5.9112 -0.682 -2.633 -0.607 -0.02
O -1.7685 4.3297 3.9632 1.208 -1.347 0.945 0.12
O 3.9560 4.0120 0.8743 -0.065 -2.552 -0.105 0.04
C 0.7179 1.4115 0.1811 2.488 0.993 -2.927 -0.34
C -4.5266 -1.7696 -5.0320 0.903 0.259 0.604 -0.42
C 4.7910 2.9978 1.3968 -3.350 -3.711 -0.567 -0.49
C 3.3121 -2.0915 -0.9100 1.503 1.564 1.764 -0.53
C -5.1161 -4.0670 -5.1816 0.612 -1.731 0.871 -0.09
C -1.3553 1.4966 4.0979 -1.237 0.108 -1.281 -0.04
C -1.0510 -1.9649 -3.3373 0.388 0.569 -1.365 -0.03
C -3.2379 -4.6551 -0.1037 -0.631 0.369 -0.019 -0.02
C -2.2613 -3.5093 -1.9622 1.063 -1.001 -0.414 -0.60
C 3.6462 -0.1836 -2.4628 0.517 -0.584 -0.019 -0.02
C -0.8634 1.8873 -1.3444 -1.514 -0.830 -3.616 -0.50
C 5.7147 4.9335 1.9253 -0.319 0.927 1.317 -0.29
C -0.9963 -2.6318 2.3444 1.571 0.352 0.156 -0.25
C -4.3113 0.4387 -3.9670 -0.737 0.501 -0.191 -0.04
C 4.4849 5.2735 1.1721 -0.227 -0.357 -1.015 -0.09
C -1.1229 3.7566 4.8272 -0.591 0.362 0.022 -0.55
C 0.7032 -1.1735 3.0496 2.433 0.032 0.006 -0.56
C -0.1778 5.6470 5.8604 -0.020 1.511 0.083 -0.08
C -0.2229 -2.0866 1.1985 -1.165 -0.531 -2.155 -0.11
C 1.0876 2.7882 -0.4509 -0.961 -2.246 -0.879 0.01
C 3.1095 -4.2506 0.0775 1.552 0.191 -0.333 -0.02
H 4.1892 -4.3379 0.1992 0.033 -0.495 0.404 0.10
H -5.7668 -4.7450 -4.6293 -0.632 0.239 -0.269 0.09
H -4.1827 -4.3844 -0.5751 0.233 -0.277 -0.561 0.09
H -0.9058 6.2923 5.3688 -0.139 0.098 0.170 0.09
H 6.5536 5.4956 1.5150 0.673 -0.777 0.551 0.17
H 3.9189 -0.1872 -3.5181 -0.784 -0.031 -0.158 0.09
H -0.8463 1.5611 3.1362 -0.078 0.073 0.239 0.08
H -3.1023 -5.7361 -0.0704 0.380 0.124 -0.654 0.10
H -3.8031 0.7735 -4.8713 0.323 -0.599 0.055 0.09
H 0.2372 -2.9352 0.6922 -0.144 0.146 -0.357 0.14
H -3.6899 0.5018 -3.0737 0.272 -0.648 -0.289 0.06
H 3.8104 5.8110 1.8386 -0.003 0.215 -0.396 0.15
H 2.8224 0.4881 -2.2213 0.073 -0.090 -0.111 0.08
H 1.6326 0.8352 0.3201 -0.382 -0.860 -0.537 0.16
H 2.7457 -3.8650 1.0299 -0.539 0.214 -0.408 0.09
H -2.0789 -2.5044 2.3435 0.218 0.329 0.534 0.17
H -1.4434 -2.5429 -4.1740 -0.193 0.627 -0.232 0.10
H -3.4457 -4.3928 0.9337 0.885 0.523 0.123 0.08
H 1.9255 2.6220 -1.1280 -0.121 0.314 -0.226 0.12
H 0.7524 5.7175 5.2966 0.283 0.210 0.307 0.10
H 1.3947 3.4928 0.3220 -0.816 0.350 -0.301 0.13
H -4.1804 -4.3070 -4.6767 0.417 0.249 -0.628 0.07
H -0.0962 5.8451 6.9291 0.472 0.903 -0.303 0.10
H 4.7402 5.7826 0.2427 -0.406 0.241 0.040 0.14
H 2.7041 -5.2115 -0.2391 -0.193 0.303 0.198 0.10
H 4.5866 0.1716 -2.0414 -0.212 -0.343 0.930 0.09
H -5.0619 1.2121 -3.8041 -0.385 -0.249 0.002 0.09
H -2.4188 1.6795 3.9443 -0.069 0.338 -0.227 0.10
H -5.1200 -4.3600 -6.2315 0.038 0.525 -0.063 0.10
H 0.0251 -1.8304 -3.4466 0.150 -0.530 0.067 0.10
H -0.8436 -1.5030 0.5186 0.091 -0.119 -0.212 0.14
H -1.3855 -0.9358 -3.2067 -0.730 -0.119 -0.449 0.09
H -1.3503 0.4534 4.4140 0.811 0.359 0.872 0.09
```
Positions in Å, forces in eV/Å.

Calculated values
- Energy relative to the best compared isomer or geometry (same formula, charge and spin): 322.2 kJ/mol
- SMILES: O=C1OC[C@@H](F)O1.O=C1OC[C@@H](F)O1.O=C1OC[C@@H](F)O1.COC(=O)OC.COC(=O)OC.COC(=O)OC.COC(=O)OC
- E_LUMO: 0.1 eV
- E: -73458.77143 eV